Record 1
Entry from the OMol25 dataset: an isolated molecule of C6H12O (wB97M-V/def2-TZVPD).

Last column: natural (NBO) charge in e.
Positions of all 19 atoms, in Å:
C1 -2.3876 0.4515 0.1821  -0.600
C2 -1.0598 -0.2700 0.3738  -0.244
C3 -0.6406 -1.1391 -0.8283  -0.062
O1 0.7696 -1.0277 -0.9666  -0.536
C4 1.2987 -0.2818 0.1262  0.102
C5 2.5777 0.3976 -0.3194  -0.616
C6 0.1568 0.6445 0.5293  -0.421
H1 -3.2110 -0.2571 0.0361  0.210
H2 -2.3483 1.1075 -0.6964  0.204
H3 -2.6307 1.0698 1.0533  0.211
H4 -1.1257 -0.9088 1.2653  0.198
H5 -0.9210 -2.1920 -0.6891  0.175
H6 -1.1069 -0.7845 -1.7585  0.171
H7 1.5212 -0.9701 0.9611  0.156
H8 3.2679 -0.3370 -0.7451  0.221
H9 3.0709 0.8836 0.5294  0.209
H10 2.3625 1.1529 -1.0827  0.208
H11 0.0966 1.4791 -0.1838  0.199
H12 0.2638 1.0580 1.5376  0.216

Computed properties:
orbital gap = 10.640 eV
relative energy (zero: lowest compared OMol25 entry of this formula, charge and spin) = 30.63 kJ/mol
structure (SMILES) = C[C@H]1CO[C@@H](C)C1
E_HOMO = -9.49 eV
lowest unoccupied orbital energy = 1.15 eV
charge = 0

=====

Record 2
Entry from the OMol25 dataset: a 5-piece molecular cluster, C2H13NO4 overall (wB97M-V/def2-TZVPD).

Last column: natural (NBO) charge in e.
Positions of all 20 atoms, in Å:
C1 0.4939 0.2860 -1.8257  -0.552
C2 0.3030 -0.9656 -1.4206  0.006
N1 -0.9319 -1.4973 -1.0757  -0.850
H1 -0.1520 1.1119 -2.0849  0.211
H2 1.5084 0.6260 -2.0334  0.199
H3 1.1509 -1.5620 -1.1107  0.218
H4 -1.7511 -1.0339 -1.4240  0.401
H5 -0.9660 -2.5072 -1.1432  0.380
O1 -2.2960 1.0640 -0.0382  -0.999
H6 -2.8528 1.7869 0.2340  0.472
H7 -1.8572 0.6569 0.7263  0.499
O2 2.3060 -0.6691 0.9653  -0.987
H8 3.1399 -0.7230 1.3918  0.468
H9 2.0416 0.2766 1.0043  0.499
O3 1.2508 1.8901 0.8323  -0.952
H10 1.4483 2.6053 0.1867  0.482
H11 0.5119 1.4686 0.4080  0.492
O4 -1.0977 -0.5444 1.7626  -0.971
H12 -0.1386 -0.6704 1.8309  0.490
H13 -1.2904 -1.1745 1.0234  0.494

Computed properties:
orbital gap = 9.190 eV
relative energy (zero: lowest compared OMol25 entry of this formula, charge and spin) = 68.42 kJ/mol
structure (SMILES) = C=CN.O.O.O.O
E_HOMO = -8.49 eV
lowest unoccupied orbital energy = 0.70 eV
charge = 0

=====

Record 3
Entry from the OMol25 dataset: a 2-piece molecular cluster, C5H12O overall (wB97M-V/def2-TZVPD).

Last column: natural (NBO) charge in e.
Positions of all 18 atoms, in Å:
C1 -0.5212 -1.1480 0.1725  -0.416
C2 0.3125 -0.5157 0.9958  0.025
C3 0.0110 -0.3632 2.4532  -0.656
C4 1.3827 0.4210 0.4476  -0.429
C5 1.7778 0.1671 -1.0043  -0.612
H1 -1.4271 -1.5384 0.6197  0.192
H2 -0.3504 -1.2094 -0.8916  0.204
H3 -0.4903 0.5869 2.6655  0.215
H4 -0.4562 -1.1192 3.0805  0.226
H5 0.9878 -0.2693 2.9534  0.207
H6 2.3034 0.3822 1.0380  0.200
H7 0.9597 1.4141 0.6331  0.209
H8 2.6688 0.7631 -1.1992  0.209
H9 2.1179 -0.8695 -1.0706  0.208
H10 1.0048 0.3642 -1.7407  0.216
O1 -2.4120 0.9931 -2.4691  -0.927
H11 -2.5368 1.9201 -2.5620  0.463
H12 -3.2787 0.7139 -2.1709  0.465

Computed properties:
orbital gap = 9.859 eV
relative energy (zero: lowest compared OMol25 entry of this formula, charge and spin) = 108.24 kJ/mol
structure (SMILES) = C=C(C)CC.O
E_HOMO = -9.03 eV
lowest unoccupied orbital energy = 0.83 eV
charge = 0

=====

Record 4
Entry from the OMol25 dataset: C4H8N2O2 as an isolated structure (wB97M-V/def2-TZVPD).

Last column: natural (NBO) charge in e.
Positions of all 16 atoms, in Å:
C1 1.5733 -1.1092 -0.5167  -0.612
N1 -0.7682 -0.1050 1.1934  -0.779
C2 -1.9697 -0.0307 0.0319  0.793
C3 0.3129 0.6317 0.8479  0.651
N2 -1.4099 0.3385 -1.0822  -0.892
C4 1.1608 0.3189 -0.2247  -0.517
O1 0.2884 1.9031 1.2556  -0.632
O2 -3.0431 -0.3876 0.4344  -0.605
H1 -0.4691 2.0055 1.8530  0.504
H2 -0.5839 -1.0955 1.2983  0.397
H3 -2.0398 0.4097 -1.8686  0.401
H4 -0.0097 0.4687 -0.9546  0.403
H5 1.9075 1.0752 -0.4459  0.235
H6 0.7352 -1.8010 -0.4188  0.212
H7 1.9336 -1.1840 -1.5429  0.223
H8 2.3815 -1.4385 0.1401  0.217

Computed properties:
orbital gap = 9.586 eV
relative energy (zero: lowest compared OMol25 entry of this formula, charge and spin) = 271.41 kJ/mol
E_HOMO = -9.19 eV
lowest unoccupied orbital energy = 0.40 eV
charge = 0

=====

Record 5
Entry from the OMol25 dataset: an isolated ion of composition C5H8N and charge +1 (wB97M-V/def2-TZVPD).

Last column: natural (NBO) charge in e.
Positions of all 14 atoms, in Å:
C1 3.3729 -0.3022 0.2904  -0.015
C2 2.1906 -0.2349 -0.0373  -0.138
C3 0.9348 0.0249 -0.5377  -0.081
C4 0.1428 1.3089 -0.2526  -0.177
N1 -0.2468 0.0382 0.3943  -0.377
C5 -1.4850 -0.7604 0.0016  -0.457
H1 4.2959 -0.6310 0.5590  0.243
H2 0.6735 -0.6876 -1.3482  0.282
H3 0.4504 2.0277 0.4558  0.255
H4 -0.4838 1.6725 -1.0139  0.241
H5 -0.3791 0.1884 1.4045  0.467
H6 -2.2310 -0.7645 0.8947  0.251
H7 -1.9524 -0.1584 -0.8448  0.238
H8 -1.4184 -1.8761 -0.1363  0.269

Computed properties:
orbital gap = 11.288 eV
relative energy (zero: lowest compared OMol25 entry of this formula, charge and spin) = 412.66 kJ/mol
structure (SMILES) = C#C[C@@H]1C[N@H+]1C
E_HOMO = -14.62 eV
lowest unoccupied orbital energy = -3.33 eV
charge = +1

=====

Record 6
Entry from the OMol25 dataset: a 8-piece molecular cluster, C40H104N8O12 overall (wB97M-V/def2-TZVPD).

Last column: Mulliken spin population.
Positions of all 164 atoms, in Å:
C1 2.9749 -3.1892 -0.7501  0.000
O1 3.0260 -2.1133 -1.6064  0.000
C2 4.3058 -1.4708 -1.8683  0.000
C3 4.1869 -0.5005 -2.9902  0.000
N1 3.9357 -1.1736 -4.2706  0.000
C4 3.7949 -0.3332 -5.4165  0.000
C5 2.8252 0.8123 -5.2874  0.000
O2 3.5485 1.9565 -4.9849  0.000
C6 2.8285 3.1763 -5.2790  0.000
H1 2.8456 -2.9677 0.3093  0.000
H2 3.8672 -3.8148 -0.7715  0.000
H3 2.1432 -3.8431 -1.0124  0.000
H4 4.9599 -2.2470 -2.2652  0.000
H5 4.7163 -1.1218 -0.9208  0.000
H6 5.1520 -0.0452 -3.2121  0.000
H7 3.6293 0.3729 -2.6520  0.000
H8 3.1155 -1.7629 -4.2671  0.000
H9 3.5923 -1.0212 -6.2373  0.000
H10 4.7974 0.0426 -5.6211  0.000
H11 2.0995 0.5265 -4.5260  0.000
H12 2.3121 0.9472 -6.2396  0.000
H13 2.1563 3.5368 -4.5003  0.000
H14 2.2158 3.1259 -6.1791  0.000
H15 3.5463 3.9719 -5.4789  0.000
C7 -3.8196 3.0044 -0.7281  0.003
O3 -2.9812 4.0345 -1.3514  0.079
C8 -2.9441 4.0168 -2.7246  0.071
C9 -3.9662 4.8222 -3.4930  0.044
N2 -5.3669 4.3249 -3.3351  0.753
C10 -5.6035 3.0365 -4.0397  -0.031
C11 -6.9434 2.6248 -3.8279  0.010
O4 -7.7969 3.5113 -4.5537  0.007
C12 -9.1800 3.0091 -4.5650  -0.001
H16 -3.6193 2.8641 0.3341  0.006
H17 -3.6146 2.1380 -1.3569  -0.005
H18 -4.8920 3.1995 -0.7325  0.014
H19 -2.8110 3.0753 -3.2575  -0.010
H20 -1.9993 4.4658 -3.0311  -0.005
H21 -3.4855 4.6842 -4.4615  0.025
H22 -3.7784 5.8756 -3.2852  -0.009
H23 -6.1632 4.9334 -3.2090  -0.019
H24 -5.0425 2.3149 -3.4457  0.032
H25 -5.2932 2.9456 -5.0806  0.036
H26 -7.1497 2.4819 -2.7671  0.002
H27 -6.9893 1.6718 -4.3551  -0.001
H28 -9.6842 3.7537 -5.1809  0.000
H29 -9.6630 2.8570 -3.5998  0.000
H30 -9.1946 2.1076 -5.1776  0.001
C13 7.1961 6.7837 7.9400  0.000
O5 6.6895 6.8467 6.6184  0.000
C14 6.1405 8.0186 6.3339  0.000
C15 5.9820 8.0925 4.8494  0.000
N3 4.8521 7.2660 4.4351  0.000
C16 5.0376 6.7418 3.0930  0.000
C17 3.9682 5.7168 2.9731  0.000
O6 4.3223 4.5671 3.7354  0.000
C18 3.1626 3.7418 3.9601  0.000
H31 8.1368 7.2877 8.1617  0.000
H32 7.3044 5.7665 8.3163  0.000
H33 6.4511 7.1161 8.6628  0.000
H34 6.6586 8.9526 6.5515  0.000
H35 5.1684 7.9750 6.8250  0.000
H36 6.8864 7.7102 4.3762  0.000
H37 5.7275 9.1101 4.5530  0.000
H38 4.7899 6.5133 5.1057  0.000
H39 6.0248 6.2886 3.0029  0.000
H40 4.9678 7.5698 2.3875  0.000
H41 3.7733 5.6341 1.9039  0.000
H42 2.9906 6.0953 3.2718  0.000
H43 2.8978 3.5561 2.9192  0.000
H44 2.3901 4.2452 4.5414  0.000
H45 3.4856 2.7854 4.3712  0.000
C19 -2.3700 -5.4210 -1.8970  0.000
O7 -1.5663 -6.5895 -1.6124  0.000
C20 -2.0049 -7.1013 -0.3191  0.000
C21 -1.2955 -6.3746 0.8359  0.000
N4 0.1090 -6.2376 0.7272  0.000
C22 0.9257 -7.4405 0.9453  0.000
C23 2.3931 -7.3013 0.6383  0.000
O8 3.0767 -6.8352 1.8476  0.000
C24 3.4423 -5.4678 2.0539  0.000
H46 -2.2905 -5.2184 -2.9651  0.000
H47 -2.0045 -4.5556 -1.3442  0.000
H48 -3.4159 -5.6110 -1.6561  0.000
H49 -1.6521 -8.1314 -0.2694  0.000
H50 -3.0643 -7.2052 -0.0844  0.000
H51 -1.3792 -6.9574 1.7532  0.000
H52 -1.5931 -5.3477 1.0480  0.000
H53 0.3045 -5.8485 -0.1841  0.000
H54 0.5505 -8.3413 0.4596  0.000
H55 0.8622 -7.6169 2.0191  0.000
H56 2.6498 -6.6470 -0.1948  0.000
H57 2.9473 -8.2274 0.4856  0.000
H58 2.4978 -4.9421 1.9135  0.000
H59 4.2838 -5.1947 1.4171  0.000
H60 3.7824 -5.2864 3.0734  0.000
C25 -4.5945 -3.2681 -6.8129  0.000
C26 -3.1919 -2.8884 -6.2923  0.000
C27 -2.2209 -2.5727 -7.4250  0.000
O9 -0.9506 -2.1383 -7.1261  0.000
C28 -0.2006 -2.8842 -6.1687  0.000
N5 -3.3755 -1.6780 -5.4979  0.000
H61 -5.0737 -3.8171 -6.0024  0.000
H62 -4.4676 -4.0206 -7.5912  0.000
H63 -5.2406 -2.4765 -7.1924  0.000
H64 -2.7858 -3.6863 -5.6706  0.000
H65 -2.7130 -1.8837 -8.1114  0.000
H66 -2.1334 -3.4292 -8.0936  0.000
H67 -0.2307 -3.9736 -6.1893  0.000
H68 -0.4783 -2.5375 -5.1733  0.000
H69 0.8427 -2.6015 -6.3089  0.000
H70 -2.4488 -1.2786 -5.5386  0.000
H71 -4.0550 -1.0752 -5.9395  0.000
C29 0.5813 -2.4849 7.0559  0.000
C30 0.7971 -3.8848 6.4781  0.000
C31 1.2306 -3.9220 4.9634  0.000
O10 0.1098 -3.5554 4.2173  0.000
C32 0.1578 -2.5555 3.1526  0.000
N6 1.6283 -4.5981 7.3881  0.000
H72 0.1001 -2.3021 8.0167  0.000
H73 -0.2587 -2.0750 6.4953  0.000
H74 1.3785 -1.7498 6.9450  0.000
H75 -0.2414 -4.2149 6.4518  0.000
H76 1.4207 -4.8344 4.3982  0.000
H77 2.0721 -3.2710 4.7267  0.000
H78 -0.8356 -2.4755 2.7111  0.000
H79 1.0156 -2.7698 2.5151  0.000
H80 0.2176 -1.5170 3.4784  0.000
H81 1.8752 -5.5625 7.2174  0.000
H82 1.1992 -4.5632 8.3018  0.000
C33 -0.9091 0.4198 -2.0902  -0.001
C34 -0.0445 -0.6969 -1.4175  0.000
C35 -0.1622 -0.5800 0.0975  0.000
O11 0.3524 0.6513 0.4937  0.000
C36 1.7453 0.7032 0.8912  0.000
N7 -0.6047 -2.0106 -1.9202  0.000
H83 -0.5066 1.3456 -1.6790  0.000
H84 -1.9360 0.3531 -1.7310  0.000
H85 -0.9490 0.3526 -3.1774  0.000
H86 0.9830 -0.6470 -1.7779  0.000
H87 0.2203 -1.4988 0.5421  0.000
H88 -1.1781 -0.6843 0.4787  0.000
H89 1.8765 -0.0625 1.6558  0.000
H90 2.0669 1.5949 1.4293  0.000
H91 2.4283 0.4097 0.0940  0.000
H92 -0.5583 -2.0651 -2.9277  0.000
H93 -0.0579 -2.7738 -1.5479  0.000
C37 -1.5131 2.1224 2.6476  0.000
C38 -2.4230 1.2675 3.5541  0.000
C39 -3.6492 1.9128 4.0244  0.000
O12 -3.5892 3.0087 4.9330  0.000
C40 -4.8821 3.2347 5.4973  0.000
N8 -2.4194 0.0113 2.8865  0.000
H94 -0.4930 1.7390 2.6280  0.000
H95 -1.4236 3.1173 3.0838  0.000
H96 -2.1348 2.2138 1.7570  0.000
H97 -1.9223 0.9720 4.4761  0.000
H98 -4.0368 1.0359 4.5431  0.000
H99 -4.2729 2.1660 3.1671  0.000
H100 -5.3927 3.8268 4.7378  0.000
H101 -4.6545 3.9047 6.3264  0.000
H102 -5.4935 2.4371 5.9194  0.000
H103 -1.4750 -0.2912 2.6951  0.000
H104 -2.9078 -0.0436 2.0042  0.000

Computed properties:
orbital gap (spin up / spin down) = 7.170 / 2.119 eV
relative energy (zero: lowest compared OMol25 entry of this formula, charge and spin) = 113.76 kJ/mol
spin multiplicity = 2
E_HOMO (spin up / spin down) = -9.63 / -9.63 eV
lowest unoccupied orbital energy (spin up / spin down) = -2.46 / -7.51 eV
charge = +1

=====

Q: Which formula does entry 1 have?
A: C6H12O